17
Properties=species:S:1:pos:R:3:forces:R:3 method="wB97M-V/def2-TZVPD" total_charge=0 s2=2.008 e_homo_ev="-5.427 / -9.428" e_tot_ha=-1120.4998 spin_multiplicity=3 orbital_gap_ev="6.08 / 6.09"
H 1.9718 -1.2652 1.1069 1.03 -0.83 0.75
I 0.0281 -0.0432 -2.9744 0.72 -0.11 -3.81
C -0.2692 1.4210 -0.2320 0.15 -2.43 -1.23
C 0.6564 1.7567 0.6431 -1.03 3.22 -0.81
H 0.7274 2.8650 0.7041 0.44 -0.83 0.69
H -1.2678 -2.1542 -1.4034 -0.23 -0.52 -0.43
C -0.4054 0.0004 -0.7695 1.89 1.89 5.66
N 0.6121 -0.9150 -0.1788 -2.64 0.60 -1.82
H 2.6105 1.1284 1.0464 -0.65 -0.36 0.47
O -1.6573 -0.4167 -0.4978 -1.13 1.03 0.09
H -2.9770 -1.9952 -0.5674 2.88 0.38 -0.11
C -1.7883 -1.7659 -0.5381 -3.32 -2.77 0.31
Cl -1.2281 2.5640 -1.0944 -0.23 0.34 -0.04
C 1.3413 -0.5020 0.7397 1.24 -1.11 0.06
C 1.5561 0.8189 1.2816 0.91 1.04 1.17
H -1.3581 -2.2877 0.3368 -0.25 0.33 -0.21
H 1.4473 0.7907 2.3970 0.23 0.11 -0.74